{"formula": "C52H41BrF5N7O6P2SSeTeTi", "method": "the ωB97M-V functional and the def2-TZVPD basis", "elements": ["Te", "Br", "Se", "Ti", "S", "P", "P", "F", "F", "F", "F", "F", "O", "O", "O", "O", "O", "O", "N", "N", "N", "N", "N", "N", "N", "C", "C", "C", "C", "C", "C", "C", "C", "C", "C", "C", "C", "C", "C", "C", "C", "C", "C", "C", "C", "C", "C", "C", "C", "C", "C", "C", "C", "C", "C", "C", "C", "C", "C", "C", "C", "C", "C", "C", "C", "C", "C", "C", "C", "C", "C", "C", "C", "C", "C", "C", "C", "H", "H", "H", "H", "H", "H", "H", "H", "H", "H", "H", "H", "H", "H", "H", "H", "H", "H", "H", "H", "H", "H", "H", "H", "H", "H", "H", "H", "H", "H", "H", "H", "H", "H", "H", "H", "H", "H", "H", "H", "H"], "positions_angstrom": [[-1.467273, 1.463301, -5.224622], [3.952469, 6.051358, -0.677021], [-4.508759, 3.124570, -1.486985], [-0.778907, 1.525697, -2.343004], [-2.720381, -0.428376, -3.252529], [2.252260, -1.918103, 1.540534], [-0.652173, 2.374868, 1.208725], [-0.961048, 1.793910, -7.145093], [-2.890626, 2.568445, -5.904737], [-2.510527, 0.181694, -6.310210], [-0.362449, 3.122649, -5.348519], [0.454124, 1.469725, -3.824315], [-3.755001, 0.114590, -4.059632], [-2.404434, 0.303787, -2.025315], [0.060287, 0.048614, -1.665121], [-1.906792, 2.202586, -3.609210], [2.119740, 0.064712, -2.172616], [0.651198, 0.021960, 2.798847], [-3.043064, -6.026412, -1.464323], [-0.014696, -0.133418, -5.841523], [-0.338004, -2.334784, -5.067371], [1.056841, -0.408061, -2.434180], [-1.341623, -0.404605, -4.113956], [-1.667819, 2.727233, -1.138600], [0.788484, 2.833023, -1.734331], [0.163295, 2.030278, 5.806204], [2.689858, 4.732053, -1.133594], [1.425597, -4.236345, 0.278385], [-4.663520, 2.204573, 2.246449], [-1.489855, 5.092708, 0.664144], [3.918855, -5.408823, 0.102381], [6.039185, -1.001597, 2.694730], [0.792215, -0.518097, -6.806725], [0.283085, 1.076994, 3.605089], [-0.557683, -1.033556, -4.990250], [-0.807831, -1.397335, 4.129232], [-2.845970, 2.885422, -1.288788], [1.099685, -1.863292, -6.926353], [-0.303143, 2.244356, 3.053401], [1.572684, -5.436900, -0.394723], [-3.010353, -4.739480, -1.898417], [0.009847, 6.941082, 1.046679], [1.696765, 5.009767, -2.059557], [1.736009, 2.577287, -0.831581], [0.486276, -2.727105, -6.029931], [6.152568, -1.507364, 3.981230], [-2.721611, 0.590402, 1.119975], [-1.208792, 6.450329, 0.606883], [2.514744, -3.617950, 0.891715], [0.767738, 4.024449, -2.336165], [3.752767, -1.770079, 2.592670], [-2.956292, -2.093715, -2.744916], [2.720962, 3.495665, -0.511970], [0.266549, -1.217094, 3.265435], [3.868630, -2.263928, 3.887525], [0.658401, -3.594000, 3.257746], [-4.968296, 0.900247, 1.889867], [0.537502, 0.998262, 4.973529], [-3.498924, -3.065656, -3.573046], [2.826921, -6.019294, -0.494769], [-0.386017, -3.762597, 4.152998], [-3.383341, 2.702573, 2.058472], [3.767571, -4.213394, 0.787622], [0.990686, -2.325858, 2.796081], [5.066041, -2.132285, 4.573167], [-2.407817, 1.897414, 1.483348], [-3.533784, -4.376390, -3.150167], [-0.550910, 4.209970, 1.188168], [0.953863, 6.070007, 1.571629], [-2.421325, -2.435979, -1.506992], [0.670413, 4.718828, 1.640111], [-2.448245, -3.743969, -1.084302], [-0.663474, 3.264618, 3.936170], [-3.995880, 0.090345, 1.322963], [-1.123884, -2.669792, 4.569376], [-0.447494, 3.150324, 5.293344], [4.842882, -1.127988, 2.007052], [1.234486, -4.448657, 2.928127], [-1.995459, -1.656106, -0.893326], [1.740578, -2.223779, -7.714462], [-1.388870, -0.543671, 4.447920], [-1.121947, 4.162651, 3.545647], [4.626698, -3.737039, 1.239657], [-0.758409, 3.949078, 5.952056], [-1.950663, 7.134016, 0.217142], [0.622543, -3.799339, -6.097145], [-4.232850, -0.926636, 1.036904], [4.899517, -5.860036, 0.028851], [-1.951654, -2.801800, 5.251545], [-2.645952, -6.257582, -0.573481], [-1.944720, -0.018409, 0.669563], [-0.019936, 4.200005, -3.064754], [-5.965836, 0.517212, 2.052700], [-0.616848, -4.747931, 4.534964], [7.085059, -1.414474, 4.521585], [6.883515, -0.508433, 2.231400], [1.903671, 6.444362, 1.928750], [-3.151734, 3.715767, 2.356834], [0.357029, 1.958882, 6.867407], [4.744886, -0.752967, 0.993983], [1.137631, 0.255722, -7.478893], [1.713139, 1.606640, -0.349803], [1.643062, 5.966978, -2.554027], [-2.021465, -4.006753, -0.125839], [0.227855, 7.997132, 0.976152], [1.029141, 0.125154, 5.379615], [0.448948, -3.779086, 0.340790], [1.394113, 4.034310, 2.066969], [-3.423257, -6.760662, -2.030388], [0.712290, -5.900544, -0.856002], [-3.960694, -5.138826, -3.786066], [-3.897106, -2.778784, -4.535634], [-5.426619, 2.840763, 2.672766], [-2.440717, 4.733422, 0.296740], [3.483711, 3.255101, 0.212651], [5.152066, -2.525764, 5.576763], [2.958376, -6.946505, -1.036441], [3.027442, -2.760462, 4.352361]], "forces_ev_per_angstrom": [[0.3, 3.9, -8.6], [0.0, 0.0, -0.1], [-0.9, 0.2, -0.1], [1.1, 1.2, 0.8], [-1.1, -2.6, 0.4], [0.4, -0.6, 0.1], [-0.2, -0.1, 1.7], [0.2, -0.6, 0.9], [0.5, -0.7, 1.1], [0.4, 0.2, 1.2], [-0.6, -1.2, 0.6], [-0.3, -0.2, 0.2], [-0.3, -0.2, 0.1], [-0.3, -0.5, 0.2], [0.4, -0.5, 1.1], [-0.7, 0.1, -0.1], [-0.9, -0.7, -0.1], [-0.4, -0.2, 0.1], [0.0, -0.1, 0.0], [-0.7, -0.2, 1.2], [-0.3, 0.2, 0.5], [2.2, -0.7, -0.2], [-0.8, 2.2, 1.0], [-1.0, 0.3, 0.0], [0.5, 0.3, 0.1], [0.2, -0.3, 0.3], [-0.2, -0.1, 0.0], [0.1, -0.2, 0.0], [0.0, 0.0, 0.1], [0.1, -0.1, 0.1], [0.0, -0.1, -0.1], [0.1, 0.0, 0.0], [0.1, 0.0, -0.2], [-0.3, 1.5, 0.2], [1.1, -1.6, -1.1], [-0.1, 0.1, -0.2], [0.6, 0.2, 0.3], [-0.1, 0.0, 0.0], [0.6, -1.0, 0.0], [0.0, 0.1, 0.0], [0.0, 0.2, 0.0], [0.0, 0.0, 0.0], [0.0, 0.0, 0.0], [0.3, -0.2, 0.1], [0.0, 0.0, -0.2], [0.0, 0.0, 0.0], [0.1, 0.1, 0.0], [0.0, 0.2, 0.0], [0.1, 0.3, -0.4], [0.1, 0.3, -0.1], [-0.1, 0.3, -0.2], [0.3, 0.6, 0.0], [0.0, 0.1, -0.1], [0.0, -0.7, -0.1], [0.0, 0.0, -0.1], [0.0, 0.1, 0.1], [0.0, 0.0, 0.0], [0.2, 0.1, -0.2], [-0.1, 0.1, -0.1], [0.1, -0.1, 0.0], [0.1, -0.3, 0.1], [0.0, -0.1, -0.1], [-0.1, 0.1, 0.1], [-0.2, 0.9, -0.1], [0.0, -0.1, 0.1], [0.1, 0.1, -0.2], [0.0, 0.0, 0.0], [0.1, -0.1, -0.3], [0.0, 0.0, 0.0], [0.0, 0.0, 0.1], [-0.1, 0.0, -0.1], [0.0, 0.1, -0.1], [0.1, -0.3, 0.0], [0.0, -0.1, 0.1], [0.0, 0.1, 0.0], [-0.3, 0.5, 0.0], [-0.1, -0.1, 0.0], [0.0, 0.0, 0.0], [0.1, -0.1, 0.1], [0.0, 0.0, 0.0], [-0.1, -0.1, 0.0], [0.0, 0.0, 0.1], [0.1, 0.0, 0.0], [0.0, 0.1, 0.0], [0.0, 0.0, -0.1], [0.1, 0.0, 0.0], [0.0, 0.0, 0.0], [0.0, 0.0, 0.0], [-0.1, 0.0, 0.0], [0.0, -0.1, 0.0], [0.0, -0.1, 0.0], [0.1, -0.1, 0.0], [-0.1, 0.0, 0.0], [0.0, 0.0, 0.0], [0.0, 0.0, 0.0], [0.0, 0.0, 0.0], [0.0, 0.0, 0.0], [0.0, 0.0, 0.0], [0.0, 0.0, 0.1], [0.0, 0.1, 0.0], [0.0, 0.0, 0.0], [0.0, 0.2, -0.2], [0.0, 0.0, 0.0], [0.0, 0.0, 0.1], [0.0, 0.1, 0.0], [0.0, -0.1, 0.0], [-0.1, 0.1, 0.0], [0.1, 0.1, 0.0], [0.0, 0.0, 0.0], [-0.1, -0.1, -0.1], [-0.1, 0.0, -0.1], [0.0, -0.1, -0.1], [0.0, 0.0, 0.0], [0.0, 0.0, 0.0], [0.0, -0.1, 0.1], [0.0, 0.0, 0.1], [0.0, 0.0, 0.0], [0.0, 0.0, 0.0]], "e_tot_ev": -286100.257, "relative_energy_kcal_mol": 24.1, "homo_energy_ev": -8.1, "gap_ev": 6.275, "total_charge": 0}

{"formula": "C52H44F5N6O2P2STl", "method": "the ωB97M-V functional and the def2-TZVPD basis", "elements": ["Tl", "S", "P", "P", "F", "F", "F", "F", "F", "O", "O", "N", "N", "N", "N", "N", "N", "C", "C", "C", "C", "C", "C", "C", "C", "C", "C", "C", "C", "C", "C", "C", "C", "C", "C", "C", "C", "C", "C", "C", "C", "C", "C", "C", "C", "C", "C", "C", "C", "C", "C", "C", "C", "C", "C", "C", "C", "C", "C", "C", "C", "C", "C", "C", "C", "C", "C", "C", "C", "H", "H", "H", "H", "H", "H", "H", "H", "H", "H", "H", "H", "H", "H", "H", "H", "H", "H", "H", "H", "H", "H", "H", "H", "H", "H", "H", "H", "H", "H", "H", "H", "H", "H", "H", "H", "H", "H", "H", "H", "H", "H", "H", "H"], "positions_angstrom": [[11.430609, 9.734433, 18.324637], [8.970506, 10.222913, 16.762524], [14.161699, 11.514837, 14.696627], [9.980221, 11.532809, 15.576425], [8.839008, 5.900472, 23.164820], [7.641909, 5.837877, 20.776827], [8.782231, 7.130128, 18.621287], [11.182641, 7.139815, 23.515713], [12.419781, 8.334535, 21.395051], [11.782966, 15.638224, 23.625471], [13.914895, 15.400394, 24.218637], [13.635872, 12.846587, 12.326525], [12.905677, 15.009704, 23.538456], [11.580907, 8.068392, 14.938849], [12.367112, 5.904531, 16.720679], [11.123002, 11.834828, 20.205556], [13.574205, 10.670657, 20.121658], [8.250017, 14.818421, 17.418972], [11.211934, 7.818767, 21.200962], [14.414499, 8.027300, 12.434574], [12.298956, 10.827335, 8.917428], [11.831155, 11.980312, 10.975528], [10.640895, 7.169068, 22.274573], [9.691658, 13.237457, 16.304259], [9.325202, 15.527303, 17.873253], [9.934055, 12.390824, 20.195892], [10.567671, 7.952790, 19.991936], [13.656893, 11.112378, 9.072742], [8.905906, 11.719389, 14.109252], [7.292508, 10.841099, 12.543660], [9.683546, 13.547132, 20.952540], [10.683305, 14.137264, 21.699433], [9.000026, 12.850782, 13.292157], [9.364814, 7.251796, 19.838408], [9.397900, 6.560288, 22.119893], [12.859296, 13.802315, 12.946830], [8.758840, 6.574462, 20.904517], [7.444744, 11.949080, 11.700556], [8.400334, 13.685369, 16.638116], [10.849240, 6.821921, 14.861695], [14.733554, 10.085106, 20.057521], [14.791037, 12.361154, 13.118558], [14.979674, 7.175452, 13.364355], [14.424236, 9.761525, 14.113772], [11.386821, 11.286466, 9.846589], [10.779147, 13.951865, 16.756509], [14.160503, 9.348530, 12.822467], [10.643475, 15.105225, 17.499036], [18.033803, 11.900713, 16.137431], [15.252250, 7.556685, 14.681615], [8.269725, 12.972026, 12.117410], [15.829049, 10.424724, 20.793684], [13.164967, 12.196149, 11.161921], [12.093267, 12.333395, 21.003861], [8.012756, 10.726773, 13.719684], [17.778560, 12.190508, 17.489855], [11.951324, 13.485504, 21.814280], [13.046885, 13.967044, 22.693698], [14.286075, 13.353456, 22.557365], [14.907678, 8.846511, 15.069153], [15.737211, 11.488445, 21.660697], [16.481579, 12.452119, 17.895555], [11.036602, 5.914549, 16.121406], [15.444086, 12.204568, 16.977255], [15.665108, 11.795361, 15.694070], [13.410209, 11.698200, 20.947159], [14.475226, 12.187505, 21.761716], [14.079290, 11.800286, 10.203133], [16.979970, 11.631303, 15.255425], [12.763980, 6.817700, 16.534040], [12.003411, 10.164456, 8.146394], [8.680784, 13.973246, 20.839131], [19.057196, 11.765153, 15.838268], [13.740736, 10.066365, 12.072843], [7.505967, 13.146355, 16.277573], [15.338376, 13.279819, 13.402478], [12.321051, 5.832236, 17.735927], [9.781944, 6.917009, 14.665475], [9.188387, 16.354387, 18.578682], [18.589334, 12.429677, 18.155422], [13.199223, 14.188923, 13.941513], [11.479247, 15.707678, 17.787274], [15.154955, 11.908909, 10.349051], [11.051372, 8.762923, 15.458711], [16.230020, 12.700896, 18.913807], [6.902921, 11.979300, 10.738881], [14.294478, 7.739140, 11.397935], [16.553078, 11.782013, 22.245088], [17.232539, 11.244163, 14.287639], [11.198177, 6.248763, 14.015426], [11.824110, 13.575880, 16.585358], [10.503405, 15.065112, 22.229928], [15.626219, 6.896921, 15.450694], [8.439364, 13.867568, 11.549642], [16.753937, 9.866840, 20.642042], [11.904250, 14.001845, 12.518427], [9.679105, 13.643103, 13.604855], [15.092993, 13.691334, 23.181577], [9.232408, 11.890572, 19.545148], [15.216248, 6.138784, 13.063105], [14.343778, 10.749001, 8.308208], [11.762434, 8.339345, 13.998625], [10.768668, 4.888678, 15.796494], [10.286159, 11.149050, 9.827873], [7.262997, 15.133065, 17.690188], [11.122128, 12.255430, 11.747991], [15.419685, 11.702696, 12.513534], [14.433425, 12.289558, 17.336543], [10.235511, 6.214662, 16.846285], [6.644822, 10.062606, 12.212163], [7.984157, 9.888580, 14.367597], [14.815780, 9.234258, 19.343404], [15.069069, 9.209058, 16.063360]], "forces_ev_per_angstrom": [[0.6, -0.2, -0.2], [-0.4, -0.2, 0.3], [0.2, -0.3, -1.0], [0.5, 0.6, -0.1], [0.1, 0.2, -0.2], [-0.4, 0.0, -0.2], [-0.2, 0.3, 0.1], [0.3, 0.0, -0.2], [1.0, 0.6, 0.2], [0.9, -0.4, 0.2], [-0.5, -0.3, -0.3], [0.0, 0.0, 0.3], [-0.4, 1.8, 1.0], [-0.2, -0.7, 0.6], [0.2, 0.3, -0.2], [0.6, -0.3, 0.3], [-0.7, 0.3, -0.1], [-0.6, -0.4, -0.2], [-1.3, -0.3, -0.2], [0.4, 0.8, 0.5], [0.2, 0.1, 0.3], [-1.2, -0.4, -0.4], [-0.8, -0.3, 0.6], [-1.2, -1.0, 0.2], [2.3, 0.1, 0.1], [0.7, 0.4, 0.6], [-0.8, -0.7, -0.6], [-0.4, -0.1, 0.3], [-0.4, 0.5, -0.4], [0.4, 0.5, -0.5], [-0.6, -0.1, -0.8], [-0.1, -0.5, 0.0], [0.2, -0.1, 0.4], [1.0, 0.2, 1.0], [0.5, 0.1, 0.5], [0.9, 0.1, 0.9], [0.5, 0.1, -0.7], [-0.6, -0.5, -0.1], [0.3, -0.3, -0.6], [0.5, -1.0, 0.8], [-0.3, -1.9, -1.7], [-0.8, 0.8, -0.3], [0.4, -1.5, 0.0], [0.2, 0.3, 1.1], [-0.8, 0.5, 0.9], [1.9, -0.1, 0.0], [-0.5, 0.4, -1.0], [-2.3, 0.8, 0.5], [-0.8, -0.7, 0.4], [-0.9, 0.9, 0.0], [0.7, 0.2, 0.3], [1.3, 0.5, 0.8], [1.3, 0.8, 1.1], [0.6, 0.5, 0.1], [0.4, 0.6, -0.3], [-0.3, 1.3, -0.7], [-1.0, 0.6, 0.2], [-0.3, -1.3, -1.8], [0.2, -0.9, 0.2], [0.1, 0.1, -1.2], [-2.2, 0.0, -0.7], [-0.3, -1.0, -0.7], [-1.7, 0.0, 0.2], [0.2, 0.5, 1.6], [0.2, -0.5, -0.7], [0.3, 0.0, 0.4], [0.4, 0.2, -0.3], [0.9, -0.8, -1.1], [0.9, 0.3, 1.0], [0.2, 0.2, -0.1], [-0.4, -0.3, -0.9], [0.5, 0.1, 0.3], [0.3, 0.0, -0.3], [0.5, -0.8, 0.8], [0.6, 0.2, 0.3], [0.1, -0.6, 0.0], [-0.2, 0.0, -0.3], [-0.3, 0.2, 0.3], [0.1, -0.2, -0.5], [0.3, -0.3, 0.2], [-0.6, -0.5, -1.2], [0.5, 0.0, 0.3], [-0.3, 0.3, 0.1], [0.0, 0.2, -0.3], [0.1, 0.1, 0.1], [0.3, 0.1, 0.6], [-0.2, -0.2, 0.1], [1.1, 0.5, 0.8], [-0.2, 0.0, -0.5], [0.5, -0.1, -0.4], [-1.1, 0.2, -0.1], [0.1, -0.3, -0.1], [0.1, -0.3, -0.3], [-0.2, 0.2, -0.4], [-0.2, 0.2, 0.2], [-0.3, 0.3, 0.1], [-0.1, 0.0, -0.1], [0.1, 0.2, 0.1], [-0.5, 0.2, 0.0], [-0.1, 0.6, 0.2], [0.0, 0.1, 0.4], [0.2, 0.9, -0.4], [0.1, 0.3, 0.2], [0.9, -0.3, -0.4], [-0.5, 0.1, 0.2], [0.0, 0.0, -0.1], [-0.1, 0.2, 0.1], [-0.4, 0.1, 0.0], [0.7, -0.1, -0.3], [-0.4, -0.6, 0.0], [-0.5, -0.9, 0.4], [-0.2, 0.6, 0.5], [0.1, -0.1, 0.5]], "e_tot_ev": -115364.376, "relative_energy_kcal_mol": 0.6, "homo_energy_ev": [-1.3, -2.3], "gap_ev": [4.843, 5.935], "total_charge": -2}